This record from the Open Molecules 2025 dataset describes a molecular structure, C4H3AgNaO2 at a distorted geometry. The level of theory is ωB97M-V with the def2-TZVPD basis set.

The HOMO-LUMO gap (spin up / spin down) is 9.7 / 8.0 eV. The calculation puts the electronic energy at -613.10705 Ha. The largest force on an atom comes out at 3.16 eV/A. The value obtained for the energy above the lowest of the compared OMol25 structures with the same formula, charge and spin is 0.00 kcal/mol. As for the spin multiplicity: 2. As for the total charge: +2.

Last column: Löwdin spin population.
Geometry (Å):
1 O -0.3625 -0.3704 -1.5068  0.44
2 C -1.4199 -1.3582 -1.9157  0.37
3 C -1.3715 -0.9761 -0.6569  0.17
4 Na 2.0567 -0.1258 -1.5399  0.00
5 Ag -1.9426 0.9706 1.0137  0.00
6 H -1.8519 -1.7156 -2.8459  0.01
7 C 0.4193 1.6645 1.7419  0.00
8 C 1.0207 0.6871 1.3555  0.00
9 O 1.6681 -0.2940 0.8094  0.00
10 H 0.0417 2.5877 2.1559  0.00
11 H 1.7417 -1.0696 1.3889  0.00

Atomic forces in eV per Å
-1.8 -2.2 -1.4
1.3 1.4 -0.3
-0.2 1.2 1.8
0.2 0.1 -0.1
0.4 -0.6 -0.1
0.5 0.1 0.0
-0.3 -0.3 -0.2
-0.7 1.0 0.4
0.1 -0.4 -0.3
0.4 -0.2 0.0
0.1 0.0 0.2

This record from the Open Molecules 2025 dataset describes a molecular structure, C35H50AsF3Ge2IrN3OSi2. The level of theory is ωB97M-V with the def2-TZVPD basis set.

The HOMO-LUMO gap (spin up / spin down) is 7.1 / 6.5 eV. The calculation puts the electronic energy at -8975.64256 Ha. The largest force on an atom comes out at 0.68 eV/A. The value obtained for the energy above the lowest of the compared OMol25 structures with the same formula, charge and spin is 10.60 kcal/mol. As for the spin multiplicity: 2. As for the total charge: +1.

Last column: Löwdin spin population.
Geometry (Å):
1 Ir -1.4922 -0.5341 -0.2175  0.24
2 C -4.6076 -0.9226 2.8316  0.00
3 Si -3.8766 0.7836 2.9524  0.06
4 C -3.1156 1.0805 4.6271  0.02
5 C -5.1968 2.0369 2.5458  0.01
6 As -2.1419 1.0736 1.3113  0.50
7 Si -1.0425 3.1521 1.8266  0.06
8 C -0.3955 3.9519 0.2773  0.00
9 C -2.3526 4.2589 2.5619  0.00
10 C 0.2827 2.7976 3.0882  0.02
11 H -5.3442 -1.0275 3.6333  0.00
12 H -3.8622 -1.7063 2.9608  0.00
13 H -5.1276 -1.0750 1.8857  0.00
14 H -3.8919 0.9345 5.3839  0.00
15 H -2.7315 2.0939 4.7385  0.00
16 H -2.3079 0.3778 4.8347  0.00
17 H -6.0086 1.9511 3.2723  0.00
18 H -5.6176 1.8528 1.5555  0.00
19 H -4.8337 3.0604 2.5753  0.00
20 H -1.2154 4.3032 -0.3511  0.00
21 H 0.2450 3.3064 -0.3155  0.00
22 H 0.1902 4.8255 0.5782  0.00
23 H -3.1755 4.4339 1.8687  0.00
24 H -1.8870 5.2266 2.7675  0.00
25 H -2.7577 3.8856 3.5007  0.00
26 H 1.1203 2.2479 2.6563  0.00
27 H -0.1075 2.2357 3.9384  0.00
28 H 0.6616 3.7535 3.4604  0.00
29 C -1.7865 -5.4408 2.0708  0.00
30 Ge -1.9669 -3.9883 0.7709  0.01
31 C -3.8471 -3.4393 0.5562  0.00
32 C -1.4715 -4.7292 -0.9758  0.00
33 Ge -0.5732 -2.0673 1.5000  0.02
34 C -0.6962 -1.6009 3.3973  0.01
35 C 0.1039 -0.5782 3.9149  0.01
36 C 0.1793 -0.3509 5.2798  0.00
37 C -0.5562 -1.1384 6.1554  0.00
38 C -1.3734 -2.1409 5.6589  0.00
39 C -1.4372 -2.3714 4.2905  0.00
40 C 1.3125 -2.4332 1.1207  0.01
41 C 2.3389 -1.5226 1.3792  0.00
42 C 3.6622 -1.8594 1.1482  0.00
43 C 3.9883 -3.1171 0.6591  0.00
44 C 2.9845 -4.0355 0.4038  0.00
45 C 1.6580 -3.6915 0.6314  0.00
46 H -2.3974 -6.2871 1.7544  0.00
47 H -2.0999 -5.1452 3.0693  0.00
48 H -0.7469 -5.7649 2.1203  0.00
49 H -4.2725 -4.0022 -0.2754  0.00
50 H -3.9481 -2.3744 0.3306  0.00
51 H -4.4325 -3.6448 1.4510  0.00
52 H -2.0902 -5.6198 -1.1046  0.00
53 H -0.4286 -5.0299 -1.0503  0.00
54 H -1.7002 -4.0422 -1.7918  0.00
55 H 0.6774 0.0527 3.2481  0.00
56 H 0.8144 0.4382 5.6622  0.00
57 H -0.4948 -0.9666 7.2220  0.00
58 H -1.9542 -2.7528 6.3368  0.00
59 H -2.0662 -3.1735 3.9234  0.00
60 H 2.1163 -0.5298 1.7412  0.00
61 H 4.4430 -1.1373 1.3489  0.00
62 H 5.0232 -3.3785 0.4820  0.00
63 H 3.2302 -5.0220 0.0322  0.00
64 H 0.8894 -4.4298 0.4369  0.00
65 F 1.1417 -0.4563 -1.1593  0.01
66 C 0.1793 0.3942 -0.6961  0.00
67 F 0.8051 1.0870 0.2988  0.00
68 F -0.0164 1.2923 -1.6984  0.00
69 C -2.6372 2.4038 -6.9269  0.00
70 C -2.0633 1.0146 -6.9597  0.00
71 C -0.8271 0.7282 -6.3910  0.00
72 C -0.2845 -0.5475 -6.4402  0.00
73 C -0.9965 -1.5761 -7.0384  0.00
74 N -0.4986 -2.9061 -7.0881  0.00
75 C 0.2937 -3.5378 -6.1669  0.00
76 O 1.0483 -4.4363 -6.4561  0.00
77 N 0.2136 -3.0862 -4.8432  0.00
78 C -0.8883 -2.6125 -4.1426  0.00
79 C -2.2095 -2.7529 -4.5613  0.00
80 C -3.2211 -2.2357 -3.7727  0.00
81 C -2.9083 -1.6194 -2.5789  0.00
82 N -1.6388 -1.5005 -2.1595  0.01
83 C -0.6549 -1.9762 -2.9260  0.01
84 C -2.2329 -1.3071 -7.6161  0.00
85 C -2.7502 -0.0238 -7.5845  0.00
86 H -2.0018 3.0792 -6.3564  0.00
87 H -3.6305 2.4079 -6.4761  0.00
88 H -2.7361 2.8068 -7.9357  0.00
89 H -0.2626 1.5221 -5.9169  0.00
90 H 0.6937 -0.7382 -6.0167  0.00
91 H -0.4442 -3.3431 -7.9958  0.00
92 H 0.9839 -3.4364 -4.2931  0.00
93 H -2.4407 -3.2685 -5.4814  0.00
94 H -4.2541 -2.3234 -4.0763  0.00
95 H -3.6798 -1.2100 -1.9386  0.00
96 H 0.3511 -1.8571 -2.5583  0.00
97 H -2.7863 -2.1088 -8.0909  0.00
98 H -3.7093 0.1733 -8.0486  0.00

Atomic forces in eV per Å
0.1 -0.1 -0.5
0.0 0.0 0.0
0.0 0.0 0.0
0.0 -0.1 0.0
0.0 0.0 -0.1
-0.1 0.2 0.7
0.0 0.0 -0.1
0.0 0.0 0.0
0.0 0.0 0.0
0.0 0.0 0.0
0.0 0.0 0.0
0.0 0.0 0.0
0.0 0.0 0.0
0.0 0.0 0.0
0.0 0.0 0.0
0.0 0.0 0.0
0.0 0.0 0.0
0.0 0.0 0.0
0.0 0.1 0.0
0.0 0.0 0.0
0.0 0.0 0.0
0.0 0.0 0.0
0.0 0.0 0.0
0.0 0.0 0.0
0.0 0.0 0.0
0.0 0.0 0.0
0.0 0.0 0.0
0.0 0.0 0.0
0.0 0.0 0.0
0.0 0.0 0.1
0.1 0.0 0.0
0.0 0.1 -0.1
-0.1 0.0 -0.4
0.1 0.1 0.0
0.0 -0.1 0.0
0.0 0.0 0.0
0.0 0.0 0.1
0.0 0.0 0.0
0.0 0.0 -0.1
0.0 0.0 0.0
0.0 0.0 0.0
0.0 0.0 0.0
0.0 0.0 0.0
0.0 0.0 0.0
-0.1 0.0 0.0
0.0 0.0 0.0
0.0 0.0 0.0
0.0 0.0 0.0
0.0 0.0 0.0
0.0 0.0 0.0
0.0 0.0 0.0
0.0 0.0 0.0
0.0 0.0 0.0
0.0 -0.1 0.1
0.0 0.0 0.0
0.0 0.0 0.0
0.0 0.0 0.0
0.0 0.0 0.0
0.0 0.0 0.0
0.0 0.0 0.0
0.0 0.0 0.0
0.0 0.0 0.0
0.0 0.0 0.0
0.0 0.0 0.0
-0.2 0.2 0.0
0.5 -0.1 0.0
-0.2 -0.1 -0.1
-0.1 -0.1 0.1
0.0 0.0 0.0
0.0 0.0 0.0
0.0 0.0 0.0
0.0 0.0 0.0
0.0 0.0 0.0
0.0 -0.1 0.0
0.0 0.0 0.0
0.0 0.0 0.0
0.0 -0.1 0.1
0.0 0.1 0.0
0.0 0.0 0.0
0.0 0.0 0.0
0.0 0.0 -0.1
0.0 -0.1 0.3
0.0 0.0 0.0
0.0 0.0 0.0
0.0 0.0 0.0
0.0 0.0 0.0
0.0 0.0 0.0
0.0 0.0 0.0
0.0 0.0 0.0
0.0 0.0 0.0
0.0 0.0 0.0
0.0 0.0 0.0
0.0 0.0 0.0
0.0 0.0 0.0
0.0 0.0 0.0
0.1 0.0 0.0
0.0 0.0 0.0
0.0 0.0 0.0

This record from the Open Molecules 2025 dataset describes a gas-phase ion, C4H11ClNSi (charge +1) at a distorted geometry. The level of theory is ωB97M-V with the def2-TZVPD basis set.

The HOMO-LUMO gap (spin up / spin down) is 8.8 / 8.1 eV. The calculation puts the electronic energy at -963.04333 Ha. The largest force on an atom comes out at 3.70 eV/A. The value obtained for the energy above the lowest of the compared OMol25 structures with the same formula, charge and spin is 68.89 kcal/mol. As for the total charge: +1.

Last column: Mulliken charge in e.
Geometry (Å):
1 C -0.2897 0.7307 0.4587  -0.60
2 C 3.1507 1.5775 -0.2821  -0.69
3 C -0.6955 -1.5747 1.1718  -0.77
4 C -2.0963 -0.4871 -0.5691  -0.69
5 N -0.7890 -0.6053 0.0893  0.15
6 Si 1.2772 1.3978 -0.5292  0.74
7 Cl 1.4194 -0.2968 -1.8105  -0.35
8 H -0.6149 1.1437 1.4087  0.47
9 H 3.5182 0.6335 0.0195  0.32
10 H -1.0418 -2.6376 0.8579  0.31
11 H 0.3812 -1.5022 1.3236  0.35
12 H -1.4033 -1.3500 1.9812  0.33
13 H -2.1664 0.4078 -1.3654  0.25
14 H -2.3920 -1.4292 -1.1275  0.32
15 H -2.6513 -0.1148 0.3795  0.37
16 H 0.0766 -0.7739 -0.6002  0.33
17 H 3.7858 2.5683 -0.1197  0.30
18 H 0.5312 2.3122 -1.2865  -0.13

Atomic forces in eV per Å
1.5 0.3 0.6
-1.0 3.0 0.9
-0.7 -2.1 -0.3
-1.6 2.1 -0.5
2.6 1.2 -2.3
0.5 -1.3 -0.2
0.2 0.1 -0.2
-0.4 -0.2 -0.1
1.0 -0.7 0.2
1.0 1.8 0.0
-0.2 -0.8 1.3
0.8 0.5 0.1
0.6 -2.0 1.9
0.2 1.0 1.3
-0.4 -1.1 -2.1
-2.2 -0.8 0.5
-1.5 -2.4 -0.4
-0.2 1.5 -0.8

This record from the Open Molecules 2025 dataset describes a single C8H6O4 molecule at a distorted geometry. The level of theory is ωB97M-V with the def2-TZVPD basis set.

Its structure (SMILES) is O=C(O)c1ccccc1C(=O)O. The HOMO-LUMO gap is 9.4 eV. The calculation puts the electronic energy at -609.43625 Ha. The largest force on an atom comes out at 2.81 eV/A. The value obtained for the energy above the lowest of the compared OMol25 structures with the same formula, charge and spin is 0.00 kcal/mol.

Last column: Mulliken charge in e.
Geometry (Å):
1 O 1.3357 2.8326 -0.2707  -0.58
2 C 0.5198 2.0660 -0.7683  0.41
3 O -0.1681 2.4565 -1.8071  -0.51
4 C 0.5117 0.6419 -0.1891  0.20
5 C 1.6612 0.3818 0.5231  -0.38
6 C 1.8462 -0.7271 1.2885  -0.43
7 C 0.8415 -1.6683 1.4116  -0.41
8 C -0.3573 -1.4034 0.7878  -0.42
9 C -0.5475 -0.2478 0.0084  0.37
10 C -1.7473 -0.1984 -0.8197  0.76
11 O -1.9668 0.6830 -1.6125  -0.71
12 O -2.6505 -1.2068 -0.5708  -0.46
13 H -0.9025 1.8345 -1.9079  0.46
14 H 2.4574 1.1900 0.5389  0.35
15 H 2.8490 -0.9140 1.6844  0.36
16 H 0.9388 -2.6345 2.0387  0.29
17 H -1.2341 -2.1299 0.8199  0.34
18 H -3.3872 -0.9559 -1.1553  0.36

Atomic forces in eV per Å
-1.1 -0.6 -0.5
2.4 1.1 0.9
-0.2 0.1 -0.1
-0.8 0.9 0.7
1.9 2.1 0.0
1.0 -1.3 0.2
-0.4 -1.7 1.3
-1.7 -0.9 -0.3
0.6 -1.3 -0.5
-0.7 -0.5 1.2
-0.9 -0.3 -0.7
0.5 1.5 -0.9
-0.6 -0.5 -0.4
-1.1 -1.3 -0.3
-0.5 0.1 0.2
0.0 1.8 -1.2
1.5 1.0 0.2
-0.1 -0.4 0.1